Model P:
{"formula": "C36H71F9O18", "method": "wB97M-V/def2-TZVPD", "elements": ["C", "C", "O", "C", "O", "C", "F", "F", "F", "H", "H", "H", "H", "H", "C", "C", "O", "C", "O", "C", "F", "F", "F", "H", "H", "H", "H", "H", "C", "C", "O", "C", "O", "C", "F", "F", "F", "H", "H", "H", "H", "H", "C", "O", "C", "C", "O", "C", "C", "O", "C", "H", "H", "H", "H", "H", "H", "H", "H", "H", "H", "H", "H", "H", "H", "C", "O", "C", "C", "O", "C", "C", "O", "C", "H", "H", "H", "H", "H", "H", "H", "H", "H", "H", "H", "H", "H", "H", "C", "O", "C", "C", "O", "C", "C", "O", "C", "H", "H", "H", "H", "H", "H", "H", "H", "H", "H", "H", "H", "H", "H", "C", "O", "C", "C", "O", "C", "C", "O", "C", "H", "H", "H", "H", "H", "H", "H", "H", "H", "H", "H", "H", "H", "H"], "coordinates": [[2.46, 1.09, 1.68], [1.53, -0.09, 1.68], [1.30, -0.47, 0.29], [0.26, 0.12, -0.30], [-0.34, 1.02, 0.19], [-0.05, -0.37, -1.74], [-1.29, -0.83, -1.80], [0.13, 0.64, -2.57], [0.77, -1.37, -2.11], [2.80, 1.20, 2.72], [1.99, 1.99, 1.30], [3.39, 0.84, 1.18], [0.64, -0.07, 2.30], [2.10, -0.98, 1.94], [2.57, -1.40, 4.97], [1.88, -2.76, 4.92], [0.80, -2.76, 5.86], [-0.29, -2.10, 5.49], [-0.43, -1.54, 4.44], [-1.46, -2.25, 6.49], [-1.84, -1.01, 6.85], [-2.51, -2.83, 5.91], [-1.11, -2.94, 7.56], [1.95, -0.67, 4.45], [3.49, -1.38, 4.38], [2.86, -1.10, 5.97], [2.62, -3.48, 5.28], [1.53, -3.11, 3.95], [2.37, 7.82, -1.57], [2.37, 6.52, -0.79], [1.01, 6.29, -0.37], [0.78, 5.09, 0.18], [1.61, 4.25, 0.34], [-0.64, 4.97, 0.79], [-1.24, 6.17, 0.85], [-1.40, 4.17, 0.05], [-0.55, 4.50, 2.02], [2.43, 8.68, -0.91], [1.43, 7.96, -2.12], [3.21, 7.87, -2.26], [2.89, 6.62, 0.17], [2.77, 5.66, -1.32], [-0.90, -4.19, -1.24], [-1.17, -3.86, -2.58], [-0.56, -4.70, -3.56], [-1.37, -4.53, -4.82], [-0.57, -4.84, -5.93], [-1.20, -4.69, -7.18], [-0.24, -4.78, -8.34], [0.33, -6.01, -8.73], [0.46, -7.01, -7.75], [-1.29, -3.39, -0.61], [0.19, -4.11, -1.13], [-1.35, -5.14, -0.93], [-0.59, -5.73, -3.19], [0.46, -4.34, -3.71], [-1.79, -3.52, -4.87], [-2.25, -5.20, -4.81], [-1.70, -3.71, -7.24], [-2.06, -5.36, -7.37], [0.60, -4.08, -8.21], [-0.78, -4.36, -9.19], [0.59, -8.01, -8.17], [-0.50, -7.08, -7.22], [1.30, -6.79, -7.10], [-1.45, 1.45, 3.51], [-2.61, 2.24, 3.33], [-2.96, 2.95, 4.50], [-4.08, 3.92, 4.17], [-4.14, 4.87, 5.23], [-4.78, 6.06, 4.82], [-5.54, 6.67, 5.99], [-6.63, 5.89, 6.43], [-7.74, 5.96, 5.57], [-1.31, 0.86, 2.61], [-1.61, 0.70, 4.30], [-0.61, 2.07, 3.83], [-2.08, 3.55, 4.77], [-3.26, 2.30, 5.33], [-5.05, 3.45, 3.99], [-3.85, 4.39, 3.21], [-5.38, 6.02, 3.91], [-3.96, 6.75, 4.56], [-5.85, 7.66, 5.62], [-4.88, 6.76, 6.85], [-7.51, 5.63, 4.55], [-8.26, 6.92, 5.56], [-8.49, 5.24, 5.91], [-5.03, -1.69, -9.63], [-4.42, -2.44, -8.61], [-5.23, -2.41, -7.44], [-4.41, -2.84, -6.25], [-5.20, -2.67, -5.11], [-4.55, -2.64, -3.87], [-3.64, -1.40, -3.65], [-4.27, -0.26, -4.19], [-3.68, 0.92, -3.75], [-6.09, -1.93, -9.69], [-4.65, -1.92, -10.62], [-4.97, -0.60, -9.50], [-6.16, -2.99, -7.43], [-5.57, -1.38, -7.35], [-3.49, -2.25, -6.19], [-4.04, -3.87, -6.32], [-3.82, -3.46, -3.80], [-5.30, -2.67, -3.09], [-2.71, -1.57, -4.18], [-3.53, -1.42, -2.56], [-3.88, 1.13, -2.69], [-4.02, 1.76, -4.35], [-2.58, 0.92, -3.79], [6.06, -0.61, 0.18], [5.57, -0.12, 1.40], [6.33, -0.55, 2.50], [6.08, 0.24, 3.77], [6.30, -0.58, 4.91], [7.54, -0.43, 5.60], [8.70, -0.99, 4.83], [9.21, -0.07, 3.90], [10.26, -0.56, 3.11], [5.90, -1.68, 0.00], [7.09, -0.30, 0.02], [5.50, -0.08, -0.60], [7.40, -0.44, 2.26], [6.21, -1.63, 2.69], [5.16, 0.83, 3.79], [6.88, 1.00, 3.79], [7.46, -0.72, 6.64], [7.76, 0.65, 5.66], [8.40, -1.93, 4.35], [9.51, -1.19, 5.55], [9.92, -1.45, 2.56], [11.13, -0.78, 3.75], [10.54, 0.21, 2.39]], "lowdin_charge": [-0.036, -0.185, 0.025, -0.382, 0.166, -0.546, 0.168, 0.179, 0.157, 0.077, 0.062, 0.066, 0.099, 0.120, -0.050, -0.179, 0.032, -0.380, 0.151, -0.560, 0.160, 0.188, 0.185, 0.057, 0.073, 0.092, 0.124, 0.128, -0.058, -0.195, 0.019, -0.383, 0.168, -0.561, 0.163, 0.183, 0.182, 0.077, 0.082, 0.077, 0.132, 0.126, -0.106, -0.225, -0.171, -0.197, -0.128, -0.227, -0.195, -0.175, -0.105, 0.082, 0.092, 0.091, 0.128, 0.135, 0.106, 0.133, 0.120, 0.135, 0.128, 0.125, 0.085, 0.081, 0.092, -0.104, -0.183, -0.208, -0.187, -0.127, -0.210, -0.202, -0.166, -0.127, 0.071, 0.070, 0.094, 0.128, 0.133, 0.132, 0.123, 0.116, 0.129, 0.124, 0.129, 0.081, 0.088, 0.089, -0.130, -0.172, -0.195, -0.207, -0.120, -0.172, -0.216, -0.160, -0.119, 0.087, 0.085, 0.089, 0.134, 0.127, 0.120, 0.120, 0.108, 0.129, 0.109, 0.121, 0.093, 0.087, 0.079, -0.105, -0.194, -0.208, -0.173, -0.145, -0.174, -0.223, -0.214, -0.101, 0.091, 0.089, 0.088, 0.107, 0.133, 0.122, 0.119, 0.128, 0.130, 0.133, 0.130, 0.089, 0.090, 0.090], "homo_lumo_gap_ev": 9.8}

---

Model Q:
{"formula": "C36H71F9O18", "method": "wB97M-V/def2-TZVPD", "elements": ["C", "C", "O", "C", "O", "C", "F", "F", "F", "H", "H", "H", "H", "H", "C", "C", "O", "C", "O", "C", "F", "F", "F", "H", "H", "H", "H", "H", "C", "C", "O", "C", "O", "C", "F", "F", "F", "H", "H", "H", "H", "H", "C", "O", "C", "C", "O", "C", "C", "O", "C", "H", "H", "H", "H", "H", "H", "H", "H", "H", "H", "H", "H", "H", "H", "C", "O", "C", "C", "O", "C", "C", "O", "C", "H", "H", "H", "H", "H", "H", "H", "H", "H", "H", "H", "H", "H", "H", "C", "O", "C", "C", "O", "C", "C", "O", "C", "H", "H", "H", "H", "H", "H", "H", "H", "H", "H", "H", "H", "H", "H", "C", "O", "C", "C", "O", "C", "C", "O", "C", "H", "H", "H", "H", "H", "H", "H", "H", "H", "H", "H", "H", "H", "H"], "coordinates": [[-0.62, -2.52, -0.03], [0.36, -1.33, 0.07], [-0.18, -0.21, -0.59], [-0.06, -0.10, -1.95], [0.35, -0.98, -2.72], [-0.61, 1.28, -2.43], [-1.63, 1.69, -1.71], [0.40, 2.14, -2.28], [-0.91, 1.22, -3.75], [-0.74, -2.84, -1.07], [-1.62, -2.35, 0.37], [-0.15, -3.41, 0.39], [1.34, -1.57, -0.33], [0.52, -1.18, 1.14], [1.32, -0.92, 5.51], [1.96, -0.55, 4.19], [2.76, 0.57, 4.31], [2.37, 1.77, 4.02], [1.28, 2.03, 3.49], [3.40, 2.80, 4.53], [4.56, 2.22, 4.76], [3.57, 3.71, 3.60], [2.94, 3.37, 5.63], [0.64, -1.76, 5.41], [0.59, -0.17, 5.82], [2.01, -1.29, 6.27], [1.27, -0.39, 3.36], [2.65, -1.35, 3.93], [0.19, -4.83, -4.83], [-0.40, -3.94, -3.69], [-1.52, -4.48, -3.00], [-1.29, -5.55, -2.09], [-0.14, -6.03, -1.86], [-2.49, -5.96, -1.21], [-2.78, -7.25, -1.36], [-2.28, -5.84, 0.05], [-3.62, -5.25, -1.55], [0.90, -4.18, -5.35], [-0.58, -5.17, -5.53], [0.77, -5.67, -4.45], [-0.73, -3.04, -4.21], [0.41, -3.50, -3.11], [1.13, -3.93, 3.25], [1.91, -3.16, 2.32], [3.24, -3.68, 2.12], [3.98, -2.78, 1.10], [3.26, -2.90, -0.16], [4.01, -2.44, -1.27], [3.50, -2.95, -2.62], [3.61, -4.35, -2.82], [2.72, -5.10, -1.99], [1.60, -4.05, 4.22], [1.01, -4.93, 2.85], [0.16, -3.50, 3.51], [3.21, -4.68, 1.69], [3.83, -3.80, 3.03], [5.03, -3.06, 1.08], [3.95, -1.75, 1.45], [5.07, -2.68, -1.21], [4.02, -1.35, -1.32], [3.99, -2.40, -3.42], [2.49, -2.55, -2.75], [2.39, -5.98, -2.53], [1.86, -4.53, -1.65], [3.17, -5.48, -1.08], [-6.10, -1.10, 5.74], [-5.86, -0.01, 6.63], [-5.26, 1.17, 6.07], [-3.74, 0.97, 5.87], [-3.47, 0.39, 4.53], [-2.10, 0.20, 4.17], [-2.01, -1.04, 3.20], [-2.48, -0.81, 1.86], [-3.88, -0.70, 1.67], [-6.01, -0.86, 4.68], [-7.12, -1.46, 5.87], [-5.40, -1.92, 5.92], [-5.46, 2.01, 6.73], [-5.68, 1.46, 5.11], [-3.34, 0.37, 6.68], [-3.19, 1.91, 6.00], [-1.53, -0.11, 5.04], [-1.53, 1.06, 3.84], [-2.32, -2.02, 3.57], [-0.96, -1.22, 2.93], [-4.46, -1.60, 1.87], [-4.01, -0.43, 0.62], [-4.32, 0.10, 2.26], [3.61, -0.39, -5.19], [3.41, 0.90, -5.81], [2.05, 1.13, -6.26], [1.89, 2.49, -7.06], [2.60, 2.55, -8.29], [4.00, 2.54, -8.28], [4.53, 3.03, -9.64], [4.13, 2.18, -10.74], [4.77, 2.60, -11.94], [2.86, -0.63, -4.44], [4.56, -0.40, -4.65], [3.59, -1.24, -5.87], [1.40, 1.15, -5.38], [1.73, 0.25, -6.82], [2.09, 3.33, -6.39], [0.84, 2.67, -7.29], [4.32, 1.53, -8.02], [4.34, 3.24, -7.51], [5.61, 2.93, -9.59], [4.10, 4.02, -9.81], [4.27, 3.55, -12.11], [4.48, 1.89, -12.72], [5.85, 2.73, -11.97], [-5.56, 7.06, 6.27], [-4.40, 6.77, 5.46], [-4.81, 6.14, 4.21], [-3.47, 5.59, 3.67], [-3.79, 4.97, 2.42], [-3.50, 3.61, 2.29], [-2.00, 3.41, 1.95], [-1.55, 4.05, 0.78], [-0.23, 3.94, 0.53], [-5.99, 6.07, 6.46], [-6.22, 7.66, 5.64], [-5.28, 7.62, 7.16], [-5.33, 6.83, 3.55], [-5.53, 5.32, 4.29], [-3.04, 4.84, 4.34], [-2.78, 6.42, 3.55], [-4.12, 3.17, 1.51], [-3.79, 3.03, 3.17], [-1.92, 2.34, 1.78], [-1.38, 3.67, 2.81], [-0.01, 4.33, -0.47], [0.23, 2.97, 0.70], [0.27, 4.58, 1.26]], "lowdin_charge": [-0.025, -0.180, 0.022, -0.276, 0.107, -0.546, 0.197, 0.160, 0.155, 0.054, 0.074, 0.077, 0.109, 0.100, -0.037, -0.213, 0.048, -0.352, 0.110, -0.602, 0.189, 0.200, 0.191, 0.067, 0.073, 0.090, 0.112, 0.118, -0.043, -0.232, -0.003, -0.217, 0.103, -0.585, 0.174, 0.220, 0.131, 0.078, 0.078, 0.063, 0.117, 0.084, -0.092, -0.214, -0.178, -0.143, -0.160, -0.190, -0.195, -0.145, -0.108, 0.082, 0.090, 0.075, 0.121, 0.122, 0.125, 0.121, 0.125, 0.125, 0.104, 0.095, 0.080, 0.066, 0.082, -0.108, -0.183, -0.172, -0.138, -0.175, -0.160, -0.144, -0.221, -0.090, 0.079, 0.083, 0.084, 0.122, 0.120, 0.123, 0.114, 0.095, 0.112, 0.127, 0.089, 0.086, 0.090, 0.070, -0.105, -0.204, -0.152, -0.148, -0.138, -0.197, -0.177, -0.197, -0.114, 0.061, 0.084, 0.089, 0.101, 0.120, 0.117, 0.121, 0.121, 0.127, 0.121, 0.125, 0.083, 0.086, 0.082, -0.092, -0.214, -0.177, -0.155, -0.143, -0.180, -0.189, -0.160, -0.149, 0.081, 0.081, 0.086, 0.124, 0.116, 0.120, 0.129, 0.127, 0.111, 0.113, 0.120, 0.093, 0.083, 0.088], "homo_lumo_gap_ev": 9.6}

---

Relative energy of each structure, in hartree: model P 0.0000; model Q 0.0559.

---

Model P:
{"formula": "C3H13N2", "method": "wB97M-V/def2-TZVPD", "elements": ["C", "N", "C", "C", "H", "H", "H", "H", "H", "H", "H", "H", "H", "N", "H", "H", "H", "H"], "coordinates": [[0.27, 1.51, 0.81], [-0.17, 0.37, -0.03], [-1.66, 0.29, -0.09], [0.41, 0.46, -1.39], [-0.12, 1.39, 1.81], [-0.10, 2.44, 0.37], [1.36, 1.53, 0.84], [-1.92, -0.60, -0.66], [-2.07, 0.23, 0.91], [-2.02, 1.17, -0.62], [0.12, -0.42, -1.96], [1.49, 0.48, -1.31], [0.07, 1.37, -1.88], [0.90, -2.18, 0.62], [1.74, -1.98, 1.16], [1.19, -2.75, -0.16], [0.34, -2.78, 1.22], [0.17, -0.55, 0.36]], "nbo_charge": [-0.417, -0.391, -0.416, -0.418, 0.233, 0.229, 0.231, 0.232, 0.233, 0.228, 0.233, 0.230, 0.230, -1.090, 0.387, 0.392, 0.392, 0.483], "homo_lumo_gap_ev": 12.4, "total_charge": 1}

---

Model Q:
{"formula": "C3H13N2", "method": "wB97M-V/def2-TZVPD", "elements": ["C", "N", "C", "H", "H", "H", "H", "H", "H", "H", "C", "N", "H", "H", "H", "H", "H", "H"], "coordinates": [[-0.39, 1.64, 0.15], [1.02, 1.92, 0.39], [1.65, 0.64, 0.64], [-0.49, 1.16, -0.82], [-0.88, 1.11, 1.02], [-1.00, 2.55, 0.05], [1.05, 2.46, 1.25], [1.11, 0.04, 1.39], [2.65, 0.79, 1.09], [1.80, 0.05, -0.36], [-1.19, -1.73, -1.23], [-0.44, -1.39, 0.00], [-2.02, -0.95, -1.37], [-0.48, -1.69, -2.08], [-1.62, -2.70, -1.11], [-1.04, -1.38, 0.85], [-0.03, -0.44, -0.04], [0.31, -2.07, 0.18]], "nbo_charge": [-0.450, -0.580, -0.442, 0.181, 0.152, 0.248, 0.369, 0.141, 0.251, 0.182, -0.433, -0.724, 0.247, 0.244, 0.243, 0.442, 0.486, 0.442], "homo_lumo_gap_ev": 9.7, "total_charge": 1}

---

Relative energy of each structure, in hartree: model P 0.0000; model Q 0.0675.

---

Model P:
{"formula": "C3H13N2", "method": "wB97M-V/def2-TZVPD", "elements": ["C", "H", "H", "H", "H", "N", "C", "C", "N", "H", "H", "H", "H", "H", "H", "H", "H", "H"], "coordinates": [[-0.29, -0.24, -3.03], [-1.26, 0.10, -2.65], [0.25, -0.93, -2.33], [0.26, 0.71, -3.15], [-0.44, -0.77, -3.97], [-1.16, -0.61, 0.23], [0.02, -0.60, 1.24], [0.55, 0.83, 1.34], [1.41, 0.92, 2.48], [-1.89, 0.04, 0.56], [-0.82, -0.34, -0.71], [-1.56, -1.59, 0.18], [-0.40, -1.01, 2.19], [0.72, -1.38, 0.77], [1.02, 1.15, 0.37], [-0.31, 1.47, 1.43], [2.24, 0.35, 2.34], [1.64, 1.90, 2.71]], "nbo_charge": [-0.870, 0.195, 0.189, 0.241, 0.258, -0.703, -0.209, -0.243, -0.827, 0.440, 0.458, 0.453, 0.246, 0.226, 0.182, 0.195, 0.375, 0.395], "homo_lumo_gap_ev": 9.9, "total_charge": 1}

---

Model Q:
{"formula": "C3H13N2", "method": "wB97M-V/def2-TZVPD", "elements": ["C", "N", "H", "H", "H", "H", "H", "H", "C", "N", "C", "H", "H", "H", "H", "H", "H", "H"], "coordinates": [[-1.66, -1.60, 1.30], [-1.24, -0.18, 1.39], [-2.72, -1.73, 1.47], [-1.43, -2.01, 0.32], [-1.16, -2.20, 2.05], [-0.95, 0.00, 2.34], [-2.04, 0.41, 1.20], [0.14, 0.03, 0.04], [1.97, -0.23, -0.91], [0.86, 0.62, -0.41], [0.14, 1.41, -1.46], [1.84, -0.57, -1.94], [2.89, 0.34, -1.00], [2.04, -1.12, -0.32], [1.30, 1.26, 0.25], [0.53, 2.41, -1.49], [-0.91, 1.47, -1.21], [0.25, 0.97, -2.44]], "nbo_charge": [-0.425, -0.886, 0.207, 0.185, 0.213, 0.383, 0.379, 0.481, -0.435, -0.525, -0.425, 0.235, 0.236, 0.238, 0.435, 0.233, 0.235, 0.235], "homo_lumo_gap_ev": 11.0, "total_charge": 1}

---

Relative energy of each structure, in hartree: model P 0.0125; model Q 0.0000.